Entry 1:
Here is 2 unconnected molecules or ions with the total composition C3H4O2S at a distorted geometry from OMol25. Energies are from ωB97M-V with the def2-TZVPD basis set.

Atoms and positions in Å:
C 2.177 1.460 0.321
C 1.782 0.175 0.033
C -0.552 -0.617 1.272
O 2.842 2.151 -0.411
O 2.208 -2.253 -0.240
S 2.876 -0.976 -0.307
H 1.807 1.979 1.223
H -0.191 -1.741 1.094
H -1.360 0.005 0.856
H -0.074 -0.080 2.132

- multiplicity = 1
- molar mass (g mol⁻¹) = 104.13
- net charge = 0
- energy relative to the best compared isomer or geometry (same formula, charge and spin) (eV) = 6.509

Electronic structure analysis, natural (NBO) charges in units of e: 0.247 -0.376 -0.441 -0.508 -0.895 1.211 0.129 0.250 0.201 0.181


Entry 2:
Here is C3H4O2S in the gas phase at a distorted geometry from OMol25. Energies are from ωB97M-V with the def2-TZVPD basis set.

Atoms and positions in Å:
C 1.604 -0.179 0.111
O 0.278 -0.567 -0.202
C -0.606 0.428 -0.113
S -0.345 2.074 -0.069
C -1.915 -0.271 -0.098
O -3.029 0.151 0.120
H 2.210 -1.144 -0.119
H 1.843 0.852 -0.499
H 1.580 0.071 1.276
H -1.620 -1.414 -0.407

- SMILES string = COC(=S)C=O
- multiplicity = 1
- molar mass (g mol⁻¹) = 104.13
- net charge = 0
- energy relative to the best compared isomer or geometry (same formula, charge and spin) (eV) = 2.326

Electronic structure analysis, natural (NBO) charges in units of e: -0.305 -0.478 0.107 -0.009 0.365 -0.445 0.217 0.231 0.204 0.112


Entry 3:
Here is C3H4O3 in the gas phase at a distorted geometry from OMol25. Energies are from ωB97M-V with the def2-TZVPD basis set.

Atoms and positions in Å:
C -1.465 -0.587 -0.076
C -0.831 0.503 0.062
C 0.437 0.900 0.037
O 1.097 2.133 0.114
O 1.366 -0.133 0.078
O 1.110 -1.325 -0.341
H -2.026 -1.001 0.730
H -1.923 -0.814 -0.996
H 2.050 2.068 0.430
H 0.185 -1.744 -0.037

- SMILES string = C=C=C(O)OO
- multiplicity = 1
- molar mass (g mol⁻¹) = 88.06
- net charge = 0
- energy relative to the best compared isomer or geometry (same formula, charge and spin) (eV) = 7.227

Electronic structure analysis, natural (NBO) charges in units of e: -0.429 -0.103 0.492 -0.683 -0.243 -0.398 0.199 0.205 0.507 0.454


Entry 4:
Here is a molecular structure, C3H4O3 at a distorted geometry from OMol25. Energies are from ωB97M-V with the def2-TZVPD basis set.

Atoms and positions in Å:
O 0.333 -0.929 -1.660
C 0.242 0.050 -0.710
C 0.583 -0.467 0.656
O 1.735 -0.338 0.999
C -1.136 1.090 0.263
O -0.612 0.892 1.341
H 0.064 -1.792 -1.305
H 0.869 0.876 -1.041
H -0.127 -1.238 1.044
H -1.951 1.856 0.414

- multiplicity = 1
- molar mass (g mol⁻¹) = 88.06
- net charge = 0
- energy relative to the best compared isomer or geometry (same formula, charge and spin) (eV) = 4.638

Electronic structure analysis, natural (NBO) charges in units of e: -0.649 0.099 0.356 -0.564 0.287 -0.502 0.483 0.207 0.111 0.173


Entry 5:
Here is C3H4O3 in the gas phase from OMol25. Energies are from ωB97M-V with the def2-TZVPD basis set.

Atoms and positions in Å:
O 0.667 1.562 -0.145
C 1.244 0.503 -0.135
C 0.465 -0.810 -0.105
O -0.797 -0.499 -0.675
C -1.540 0.300 0.139
O -1.498 0.292 1.338
H 2.345 0.469 -0.190
H 0.968 -1.594 -0.682
H 0.334 -1.161 0.925
H -2.189 0.938 -0.471

- SMILES string = O=CCOC=O
- multiplicity = 1
- molar mass (g mol⁻¹) = 88.06
- net charge = 0
- energy relative to the best compared isomer or geometry (same formula, charge and spin) (eV) = 1.320

Electronic structure analysis, natural (NBO) charges in units of e: -0.497 0.415 -0.201 -0.509 0.659 -0.576 0.126 0.214 0.236 0.135


Entry 6:
Here is a molecular structure, C3H4O3Pb at a distorted geometry from OMol25. Energies are from ωB97M-V with the def2-TZVPD basis set.

Atoms and positions in Å:
O -1.013 1.547 -1.091
C 0.011 1.174 -1.833
O 0.588 0.079 -1.377
O 0.491 1.871 -2.739
C -0.135 -1.321 2.465
C -0.076 -0.074 2.962
H 0.756 -1.879 2.166
H 0.880 0.449 3.061
H -0.971 0.442 3.319
Pb -0.506 0.187 0.340
H -1.111 -1.839 2.354

- multiplicity = 1
- molar mass (g mol⁻¹) = 295.26
- net charge = 0
- energy relative to the best compared isomer or geometry (same formula, charge and spin) (eV) = 0.321

Electronic structure analysis, Löwdin charges in units of e: -0.280 -0.922 -0.258 0.053 -0.237 -0.228 0.072 0.070 0.068 1.590 0.072


Entry 7:
Here is a molecular structure, C3H4O3Pm at a distorted geometry from OMol25. Energies are from ωB97M-V with the def2-TZVPD basis set.

Atoms and positions in Å:
O 1.705 0.965 0.132
C 2.014 -0.369 0.118
C 0.806 -1.248 0.080
O -0.327 -0.749 0.156
Pm -0.394 1.618 0.099
H 2.597 -0.706 1.005
H 2.630 -0.680 -0.755
H 0.915 -2.344 0.036
C -3.427 0.137 -0.384
O -2.935 1.326 -0.320
H -3.584 2.049 -0.169

- multiplicity = 6
- molar mass (g mol⁻¹) = 233.06
- net charge = +2
- ⟨S²⟩ = 8.768
- energy relative to the best compared isomer or geometry (same formula, charge and spin) (eV) = 2.071

Electronic structure analysis, Löwdin charges in units of e: -0.357 -0.278 -0.097 -0.125 2.170 0.173 0.171 0.176 0.227 -0.203 0.144


Entry 8:
Here is a molecular structure, C3H4O3Pr at a distorted geometry from OMol25. Energies are from ωB97M-V with the def2-TZVPD basis set.

Atoms and positions in Å:
H 4.418 0.412 -0.121
Pr 2.605 0.644 0.711
O -1.290 -1.873 -0.696
C -1.813 -0.875 0.019
C 0.153 -1.734 -0.692
O -2.973 -0.823 0.351
O -0.891 0.021 0.344
C 0.351 -0.257 -0.410
H 0.545 -2.050 -1.665
H 0.533 -2.404 0.093
H 0.219 0.288 -1.362

- multiplicity = 3
- molar mass (g mol⁻¹) = 228.97
- net charge = +1
- ⟨S²⟩ = 2.030
- energy relative to the best compared isomer or geometry (same formula, charge and spin) (eV) = 3.409

Electronic structure analysis, Löwdin charges in units of e: -0.207 1.717 0.074 -0.610 -0.167 0.164 -0.005 -0.324 0.137 0.124 0.097


Q: Which of these has the highest molar mass?
A: C3H4O3Pb